This record from the Open Molecules 2025 dataset describes a structure of composition C37H75ClNO18S3. The level of theory is ωB97M-V/def2-TZVPD.

Structure (XYZ):
```
135
Properties=species:S:1:pos:R:3
O 1.63 0.65 -0.11
S 0.55 0.24 -1.06
O -0.43 -0.62 -0.38
C -0.16 1.75 -1.82
S -1.61 2.48 -0.94
O -1.89 1.86 0.37
O -1.25 3.92 -0.70
N -2.90 2.51 -2.01
S -3.83 1.13 -1.96
O -4.31 0.84 -3.35
O -3.19 -0.07 -1.40
Cl -5.47 1.56 -0.74
H 1.13 -0.45 -2.11
H -0.45 1.62 -2.88
H 0.65 2.50 -1.83
C -1.67 0.96 5.01
C -1.58 -0.36 4.31
O -1.63 -1.41 4.93
C -1.44 -0.34 2.81
H -1.77 0.80 6.08
H -0.76 1.54 4.83
H -2.54 1.52 4.66
H -0.53 0.18 2.53
H -2.30 0.16 2.36
H -1.39 -1.36 2.44
C 3.41 -2.11 6.83
C 1.98 -1.64 6.93
O 1.71 -0.48 7.16
C 0.90 -2.67 6.73
H 4.07 -1.26 6.99
H 3.60 -2.87 7.58
H 3.59 -2.52 5.84
H 0.99 -3.45 7.49
H 0.98 -3.11 5.73
H -0.08 -2.20 6.82
C -6.11 4.10 5.36
C -5.32 2.83 5.55
O -4.28 2.65 4.98
C -5.89 1.79 6.49
H -5.58 4.75 4.66
H -7.09 3.87 4.95
H -6.22 4.62 6.31
H -6.87 1.46 6.13
H -5.99 2.21 7.49
H -5.22 0.94 6.53
C 3.39 -3.89 -1.61
C 1.98 -3.38 -1.51
O 1.74 -2.21 -1.29
C 0.86 -4.37 -1.69
H 4.09 -3.06 -1.46
H 3.57 -4.65 -0.84
H 3.57 -4.32 -2.60
H 0.93 -5.15 -0.93
H 0.92 -4.82 -2.68
H -0.09 -3.85 -1.59
C -2.32 -5.76 0.12
C -1.84 -6.97 -0.65
O -0.68 -7.08 -0.99
C -2.86 -8.03 -0.97
H -1.48 -5.08 0.28
H -3.09 -5.24 -0.45
H -2.71 -6.07 1.09
H -3.65 -7.61 -1.58
H -3.27 -8.43 -0.04
H -2.38 -8.84 -1.52
C 6.44 -3.96 4.97
C 5.53 -4.96 5.63
O 4.34 -4.75 5.75
C 6.15 -6.23 6.15
H 5.86 -3.09 4.66
H 7.20 -3.63 5.68
H 6.91 -4.41 4.10
H 6.90 -6.00 6.90
H 6.61 -6.78 5.32
H 5.38 -6.86 6.59
C 5.76 0.37 -3.87
C 4.46 -0.25 -4.33
O 3.42 0.35 -4.24
C 4.52 -1.64 -4.90
H 5.56 1.37 -3.48
H 6.19 -0.24 -3.07
H 6.45 0.44 -4.70
H 4.91 -2.34 -4.15
H 5.16 -1.66 -5.78
H 3.52 -1.96 -5.18
C 6.01 -5.85 -6.49
C 4.60 -5.34 -6.47
O 4.36 -4.17 -6.31
C 3.50 -6.35 -6.65
H 6.70 -5.02 -6.34
H 6.16 -6.57 -5.68
H 6.23 -6.32 -7.45
H 3.53 -7.09 -5.85
H 3.60 -6.84 -7.62
H 2.53 -5.84 -6.61
C 6.72 0.01 0.44
C 7.79 -0.68 -0.37
O 8.35 -0.12 -1.28
C 8.13 -2.10 0.00
H 6.58 1.02 0.06
H 5.78 -0.53 0.35
H 7.02 0.06 1.48
H 7.24 -2.73 -0.10
H 8.49 -2.14 1.03
H 8.91 -2.47 -0.66
C -7.85 5.34 -0.81
C -7.76 4.44 -2.01
O -7.27 3.34 -1.94
C -8.30 4.97 -3.31
H -7.43 4.83 0.06
H -7.29 6.26 -0.98
H -8.90 5.58 -0.60
H -7.76 5.88 -3.60
H -9.37 5.20 -3.21
H -8.17 4.22 -4.09
C -6.85 10.75 0.44
C -6.82 9.41 -0.26
O -6.91 8.38 0.37
C -6.67 9.41 -1.75
H -6.96 10.60 1.51
H -5.92 11.29 0.25
H -7.70 11.33 0.07
H -5.73 9.89 -2.03
H -7.51 9.94 -2.21
H -6.66 8.38 -2.12
C -0.64 5.98 -3.36
C -0.51 5.07 -4.54
O 0.01 3.98 -4.44
C -1.06 5.55 -5.86
H -0.21 5.50 -2.48
H -0.11 6.91 -3.55
H -1.70 6.18 -3.16
H -0.55 6.47 -6.16
H -2.13 5.74 -5.77
H -0.90 4.79 -6.62
```

Values from the calculation:
HOMO-LUMO gap   7.726 eV
Calculated total energy   -4518.56252 Eh
Net charge   -1
E_HOMO   -6.08 eV